Here is one molecule with the formula C3H6N2O from the OMol25 dataset. Energies are from wB97M-V/def2-TZVPD.

Properties
Total charge: 0
ΔE to the lowest compared entry with this formula, charge and spin in kcal per mole: 20.5
HOMO energy in hartree: -0.362
Multiplicity: 1

The geometry in XYZ format:
```
12
C3H6N2O (wB97M-V/def2-TZVPD)
O 2.482 0.146 0.022
C 1.303 -0.030 -0.150
N 0.423 0.744 -0.927
C -0.708 0.771 -0.016
C -0.881 -0.695 0.357
N 0.531 -1.083 0.426
H 0.762 1.660 -1.200
H -1.588 1.283 -0.421
H -0.260 1.164 0.948
H -1.345 -0.704 1.347
H -1.479 -1.319 -0.318
H 0.761 -1.938 -0.067
```

---

Here is one molecule with the formula C3H4N2O from the OMol25 dataset. Energies are from wB97M-V/def2-TZVPD.

Properties
Total charge: 0
ΔE to the lowest compared entry with this formula, charge and spin in kcal per mole: 68.5
HOMO energy in hartree: -0.314
Multiplicity: 1

The geometry in XYZ format:
```
10
C3H4N2O (wB97M-V/def2-TZVPD)
O 2.270 -0.223 -0.249
C 0.930 -0.221 -0.384
N 0.140 -1.184 -0.121
C -1.130 -0.708 0.088
C -1.234 0.652 0.091
N -0.073 1.274 -0.168
H 2.505 -1.025 0.261
H -1.960 -1.394 0.123
H -2.148 1.222 0.014
H 0.708 1.596 0.342
```

---

Here is C27H27Cl5FFeN7O4 as an isolated structure from the OMol25 dataset. Energies are from wB97M-V/def2-TZVPD.

Properties
Total charge: 0
ΔE to the lowest compared entry with this formula, charge and spin in kcal per mole: 6.8
HOMO energy in hartree: -0.295
Multiplicity: 1

The geometry in XYZ format:
```
72
C27H27Cl5FFeN7O4 (wB97M-V/def2-TZVPD)
Fe 0.311 0.507 -0.308
C -1.867 -0.324 3.556
C -1.308 0.050 2.209
N -0.075 0.262 1.972
C 0.883 0.045 3.054
C 2.156 0.874 2.906
N 2.732 0.709 1.602
C 3.276 1.874 0.947
C 3.250 1.708 -0.579
N 2.275 0.693 -1.000
C 2.228 0.631 -2.471
C 1.119 -0.302 -2.933
N -0.048 -0.074 -2.098
C -1.241 -0.394 -2.399
C -1.689 -0.942 -3.714
C -2.193 -0.196 -1.282
C -3.564 -0.389 -1.326
C -4.276 -0.289 -0.141
C -3.601 -0.090 1.053
C -2.220 0.069 1.026
N -1.573 0.100 -0.135
H -1.321 -1.178 3.959
H -2.920 -0.584 3.507
H -1.760 0.508 4.256
H 1.128 -1.024 3.028
H 0.450 0.249 4.036
H 2.827 0.608 3.735
H 1.903 1.925 3.034
H 3.239 -0.154 1.462
H 4.297 2.137 1.259
H 2.639 2.715 1.223
H 4.241 1.430 -0.955
H 2.984 2.659 -1.047
H 2.617 -0.213 -0.658
H 3.188 0.301 -2.883
H 2.036 1.637 -2.844
H 1.417 -1.345 -2.783
H 0.915 -0.146 -3.994
H -0.890 -1.495 -4.204
H -1.984 -0.117 -4.369
H -2.542 -1.608 -3.596
H -4.061 -0.626 -2.255
H -5.348 -0.429 -0.139
H -4.146 -0.085 1.984
F -2.820 -3.792 -1.827
C -2.191 -3.734 -0.643
C -0.868 -3.886 -0.555
N -0.190 -3.844 0.641
C 1.257 -3.668 0.603
C 1.634 -2.235 0.194
O 2.837 -1.973 0.072
O 0.640 -1.483 -0.001
C -0.844 -3.488 1.800
O -0.281 -3.269 2.853
N -2.224 -3.423 1.688
C -3.005 -3.499 0.539
O -4.208 -3.373 0.573
H -0.265 -4.054 -1.437
H 1.683 -4.375 -0.109
H 1.665 -3.882 1.586
H -2.716 -3.232 2.549
Cl -0.476 2.483 -3.383
C 0.175 3.247 -1.932
C 0.080 2.621 -0.678
C 0.291 3.550 0.353
Cl -0.246 3.176 1.978
C 0.835 4.824 0.198
Cl 1.205 5.821 1.557
C 1.104 5.296 -1.081
Cl 1.840 6.833 -1.317
C 0.707 4.519 -2.161
Cl 0.902 5.153 -3.755
```

---

Here is a 2-piece molecular cluster, C4H9NO overall from the OMol25 dataset. Energies are from wB97M-V/def2-TZVPD.

Properties
Total charge: 0
ΔE to the lowest compared entry with this formula, charge and spin in kcal per mole: 72.6
HOMO energy in hartree: -0.325
Multiplicity: 1

The geometry in XYZ format:
```
15
C4H9NO (wB97M-V/def2-TZVPD)
C 2.464 -0.765 -0.903
C 2.986 0.011 0.041
O 2.276 0.355 1.172
H 3.010 -0.822 -1.832
H 1.666 -1.465 -0.697
H 4.017 0.329 0.085
H 1.366 0.175 0.908
C -2.442 -0.936 0.529
N -1.633 -0.240 -0.132
C -2.006 1.195 -0.209
H -2.312 -2.012 0.420
H -3.193 -0.522 1.203
H -1.823 1.679 0.759
H -1.323 1.714 -0.871
H -3.053 1.304 -0.474
```

---

Here is a 2-piece molecular cluster, C10H12N2 overall from the OMol25 dataset. Energies are from wB97M-V/def2-TZVPD.

Properties
Total charge: 0
ΔE to the lowest compared entry with this formula, charge and spin in kcal per mole: 121.5
HOMO energy in hartree: -0.353
Multiplicity: 1

The geometry in XYZ format:
```
24
C10H12N2 (wB97M-V/def2-TZVPD)
C 2.009 -0.146 2.432
C 2.062 0.093 1.237
C 1.700 0.470 -0.161
C 1.627 -0.828 -1.007
C 0.323 1.153 -0.173
N 2.684 1.356 -0.783
H 1.901 -0.313 3.493
H 1.200 -1.667 -0.447
H 2.663 -1.075 -1.245
H 1.077 -0.704 -1.956
H 0.210 1.979 0.534
H -0.400 0.381 0.142
H 0.037 1.546 -1.161
H 2.725 2.206 -0.233
H 3.602 0.912 -0.714
C -1.991 -2.327 -0.502
C -2.933 -1.704 0.260
C -3.141 -0.280 0.446
C -3.115 0.913 0.544
C -2.929 2.285 0.291
N -2.576 3.312 -0.173
H -1.872 -3.413 -0.500
H -1.291 -1.777 -1.129
H -3.572 -2.371 0.805
```

---

Calculated gap between HOMO and LUMO (eV), listed in the same order as above: 10.73 9.05 7.61 9.82 9.28
Calculated electronic energy (eV), listed in the same order as above: -8235.81160 -8200.91386 -146777.20253 -7829.17124 -13539.53413